1.
Molecular formula: C38H59N2O26P2
Method: DFT, ωB97M-V/def2-TZVPD

## Properties
Total charge   +1
Spin multiplicity   1

CARTESIAN COORDINATES (ANGSTROEM)
O: -3.107 -0.072 -3.105
H: 4.852 -0.205 2.430
C: -2.025 -0.787 -3.464
H: 1.776 5.126 -0.190
C: 3.540 1.154 0.906
C: 1.719 8.119 3.401
C: -1.972 3.934 -0.285
H: -1.758 2.960 -9.693
O: 1.249 -1.605 4.640
C: -2.548 -7.633 0.878
C: 0.344 3.593 -0.596
C: 2.825 0.286 -6.970
H: 5.102 2.881 2.533
H: -0.452 -6.130 6.766
H: 3.180 0.238 5.009
H: 1.375 4.186 4.259
H: -4.225 -2.673 2.372
C: -2.275 2.717 -0.815
C: -1.346 -6.823 0.455
H: -6.321 -3.865 2.226
C: -1.702 1.016 -8.711
H: -1.220 3.019 -8.004
O: 3.594 0.009 -7.828
H: -4.214 -2.545 -4.842
H: -0.442 5.356 0.268
C: -4.252 -0.675 -3.727
H: -5.124 -0.607 -3.081
O: -2.387 -8.207 -2.466
C: 2.137 -2.632 0.389
O: -3.177 -7.930 -0.372
O: 1.477 0.141 -7.064
H: -6.007 -4.389 0.562
H: -0.197 -7.404 5.561
H: 2.123 7.234 3.899
H: 3.130 3.215 6.087
C: 0.920 0.361 -5.762
H: 0.783 -0.600 -5.267
C: 1.778 4.059 -0.414
H: -1.394 0.939 -1.689
C: -5.560 -1.658 0.131
H: 2.502 10.001 2.634
C: 4.357 0.453 3.143
H: 5.161 0.985 3.666
H: 4.490 3.756 0.580
C: 2.793 8.955 2.745
P: 3.453 3.895 3.948
C: 3.667 3.753 1.293
O: -6.507 -2.398 0.758
C: 1.973 1.210 -5.095
H: 2.594 -3.030 -0.517
H: -0.763 -1.809 1.258
H: 0.840 1.735 -1.488
C: -0.824 -1.667 2.337
H: -0.684 0.710 -8.479
H: -3.218 -7.082 1.528
H: -1.566 -5.754 0.385
O: -5.779 -0.709 -0.548
C: -2.231 -7.859 -1.343
C: 2.384 3.198 0.691
C: -3.790 -2.094 -3.949
N: 4.084 2.928 2.511
H: 3.499 4.792 1.586
O: 2.889 8.363 1.445
H: 1.800 -1.621 0.146
H: -0.042 0.862 -5.833
C: 3.508 1.510 2.395
C: -4.437 -3.140 1.408
H: -0.488 -6.964 1.108
H: 3.751 -3.521 1.434
C: -0.610 -6.408 5.728
O: 1.406 7.308 0.117
H: -0.303 -2.479 2.841
H: 1.116 8.681 4.110
H: 0.936 -5.598 4.427
C: 3.147 -2.618 1.523
H: -3.991 -2.743 -3.094
H: -4.460 -0.149 -4.660
C: -0.114 -0.348 2.655
H: 2.346 3.891 -1.332
O: 2.553 -2.673 2.854
H: 3.852 -1.785 1.479
O: -3.235 2.664 -8.256
H: -0.119 -4.364 5.142
H: 2.453 2.135 5.003
C: 3.546 -0.349 4.173
O: -0.895 -0.446 -3.261
H: 3.234 0.116 0.776
O: -4.549 1.433 -6.901
H: -3.290 2.348 -0.884
H: 4.211 -1.103 4.601
C: 1.712 7.747 1.179
O: -2.370 -1.930 -4.086
H: -2.775 4.567 0.078
O: -1.077 -7.328 -0.854
O: -2.608 0.598 -7.683
C: -3.562 1.556 -7.552
O: 1.939 4.340 3.485
C: -2.153 -5.992 4.134
O: 0.930 7.698 2.285
O: -4.318 -2.150 0.383
C: -1.248 1.924 -1.271
O: 3.171 0.793 -5.756
H: 2.038 1.034 -4.024
O: 1.318 -0.409 2.429
C: -1.885 2.516 -8.709
H: 4.596 1.223 0.592
N: 3.234 2.768 5.182
H: -0.383 0.046 3.632
C: -0.690 4.392 -0.160
H: -0.491 0.379 1.931
P: 2.123 -1.276 3.511
O: -3.157 -6.040 3.491
H: 3.747 8.906 3.263
H: 1.601 3.064 1.443
O: -2.014 -6.423 5.407
H: 2.495 1.567 2.787
C: -0.079 -5.384 4.754
H: -3.733 -3.952 1.244
H: 1.241 -3.196 0.640
H: -2.004 0.557 -9.654
H: 1.827 2.278 -5.272
O: -0.992 -5.494 3.659
H: -2.271 -8.571 1.365
C: -5.878 -3.575 1.277
H: -1.854 -1.618 2.684
O: 2.685 1.927 0.114
C: 0.039 2.383 -1.151

2.
Molecular formula: C20H56F2N17O22S4
Method: DFT, ωB97M-V/def2-TZVPD

## Properties
Total charge   -1
Spin multiplicity   1

CARTESIAN COORDINATES (ANGSTROEM)
H: -5.884 2.734 -2.228
H: 1.381 -1.413 -3.490
N: 0.514 4.865 -0.306
H: -7.690 -1.643 -0.824
O: -6.777 -5.302 1.477
C: -1.927 -0.370 5.003
H: 2.653 -1.983 -5.269
H: 3.904 -0.088 -6.605
O: -2.839 -0.693 1.374
O: -0.320 4.375 -4.346
H: -0.774 3.551 2.013
O: -1.667 -1.528 4.792
O: -0.929 -2.248 1.537
O: 1.416 -5.025 3.573
N: -3.461 0.656 -1.859
H: 0.437 5.729 0.184
C: -2.025 -1.722 -4.145
C: 5.476 -0.403 5.161
H: 0.959 -2.421 -1.382
O: -1.633 5.203 -2.460
O: -3.592 2.884 -1.308
H: 6.590 0.551 -0.229
C: -0.537 2.986 -4.019
H: -1.872 2.575 -5.610
C: 2.735 -3.479 -1.376
N: -1.261 -0.678 -3.660
H: 1.625 5.094 1.887
H: 0.217 2.433 -4.567
H: 0.606 -2.730 2.573
H: 6.459 -0.603 5.580
F: -2.600 -2.573 0.021
H: 2.216 -1.617 -0.507
H: -5.493 -2.352 -1.190
N: -1.264 3.854 2.842
H: -2.541 0.618 -1.450
H: -0.850 4.317 3.623
H: -3.872 -0.136 -2.314
H: 4.143 0.201 2.139
N: 4.006 -3.472 -0.776
H: 3.116 -0.769 3.862
C: 3.013 -1.085 -4.764
N: -1.131 -0.772 -0.712
O: -5.435 -3.355 0.604
O: 1.021 -0.007 -5.088
O: -3.245 4.847 3.409
N: -2.693 -2.464 -3.184
C: -2.628 4.096 2.619
H: -1.940 1.144 6.485
O: 0.800 -0.014 0.733
N: 5.007 0.508 1.688
C: 4.693 -1.717 5.007
C: 3.265 0.056 -5.732
S: -1.588 5.204 -3.881
N: 3.485 -4.046 3.370
C: 1.439 3.940 0.156
N: 5.963 -0.227 -0.306
C: -5.743 -2.176 -0.143
N: 1.889 -2.420 -1.011
H: -4.149 3.347 1.477
H: -2.602 0.357 3.161
H: 6.248 -0.919 -0.976
H: 3.954 -3.163 3.422
H: 1.654 -0.349 -7.063
O: -7.764 -3.267 0.441
O: -1.121 1.489 0.440
O: -2.629 4.034 -4.351
H: 4.297 -2.730 -0.162
O: 4.831 -1.674 1.165
H: -2.543 1.996 -4.060
S: -0.368 0.350 -0.010
O: -1.783 6.389 -4.618
H: 5.016 1.465 1.381
H: 2.037 0.266 -3.316
H: 2.680 0.801 5.474
H: -7.512 -1.252 0.877
H: 5.041 -2.247 4.116
N: -1.785 0.181 6.278
O: -2.084 -1.983 -5.350
H: -5.157 -1.357 0.267
N: -2.240 0.605 4.071
H: -1.070 -0.579 -2.663
H: -3.156 -3.336 -3.345
H: -0.697 -0.137 -4.314
H: 1.665 1.373 -6.450
H: -2.677 2.553 1.164
H: 5.464 0.099 4.192
H: -0.028 4.569 -1.099
C: 3.312 0.010 5.869
C: 5.219 -0.555 0.812
F: 0.327 0.922 -1.359
C: -7.259 -1.992 0.120
C: -1.969 2.782 -4.542
N: -3.178 3.252 1.703
C: 1.801 -0.553 -3.997
H: 2.544 -1.900 5.135
C: 3.292 -1.159 4.862
H: 4.668 -4.136 -1.123
C: 1.834 0.320 -6.220
O: -6.615 -4.875 -0.942
H: 2.538 3.561 1.800
N: -5.402 1.859 -2.282
H: -5.732 0.964 -2.582
H: 2.798 -0.307 6.783
H: 4.777 -2.411 5.844
N: 1.605 -2.865 2.669
O: 4.673 0.346 6.068
H: 3.649 0.920 -5.181
C: -4.094 1.877 -1.801
H: -2.287 1.585 4.265
O: 2.387 -4.417 -2.155
S: -6.625 -4.411 0.401
S: -1.775 -1.429 0.761
H: 3.771 -4.857 3.887
H: 2.260 -2.237 2.242
H: -2.521 -2.232 -2.226
N: 1.920 4.259 1.431
H: 3.951 -1.280 -4.244
O: 1.674 2.866 -0.399
C: 2.074 -4.036 3.220
H: -0.467 2.798 -2.947
H: -1.489 -0.441 7.008

3.
Molecular formula: C31H41AlBeBrCl2F8KLiN3O14S
Method: DFT, ωB97M-V/def2-TZVPD

## Properties
Spin multiplicity   1

CARTESIAN COORDINATES (ANGSTROEM)
F: 3.108 6.146 3.993
H: -5.612 -5.458 -6.650
H: -0.036 4.031 -1.201
H: -9.528 -6.512 -7.265
C: 10.759 3.594 4.971
H: 8.956 1.830 5.454
C: -3.928 0.360 -0.184
Be: -5.330 -6.851 -4.746
H: -10.311 -5.310 -6.241
N: 7.341 4.868 5.658
C: 0.721 3.361 0.843
C: -5.462 -2.086 -6.055
F: 1.501 3.715 4.391
Br: -1.933 -4.905 4.307
O: 3.786 -4.443 -4.133
C: -2.660 1.621 2.563
H: 1.729 3.434 0.231
C: 8.518 2.753 5.055
H: 2.648 -0.151 -1.249
C: -6.678 -3.236 -4.310
H: 1.360 -4.203 -0.589
Li: -1.430 -1.143 -1.442
C: -10.080 -6.377 -6.329
O: 9.494 3.510 4.333
H: 6.720 4.725 4.860
C: 2.116 1.294 2.044
O: 3.917 -2.406 -1.999
F: -0.605 -1.744 1.943
C: 2.388 -0.416 -0.115
H: 0.709 -2.689 -1.585
H: -2.392 4.885 -0.623
C: -0.524 3.551 -0.223
H: 4.046 0.354 1.276
H: -5.076 -1.156 -6.468
H: 3.336 1.727 0.156
H: -1.045 2.548 -0.543
O: -4.018 -2.290 -8.378
H: -4.458 -1.370 -1.740
O: -2.519 -2.775 -0.703
H: -3.237 0.064 -2.339
C: 8.605 3.751 7.420
O: 2.961 -1.763 0.216
C: 1.611 -3.424 -1.426
O: 5.839 -3.539 -4.891
O: -6.698 0.356 -1.833
C: -1.688 4.596 0.266
Cl: 4.502 -3.936 -5.288
C: -5.499 0.527 -2.456
C: 2.930 -2.499 -1.090
C: -3.122 2.548 1.452
H: 8.160 5.325 5.247
O: -4.267 -3.180 1.195
H: 0.082 2.127 2.650
O: -3.485 -0.632 3.580
C: -3.432 -0.559 0.918
C: 0.649 1.895 1.626
H: 7.966 4.100 8.240
H: 1.794 -4.040 -2.424
H: 6.888 2.979 6.434
F: -5.405 1.273 -3.741
C: -6.178 -2.054 -4.857
Cl: 2.770 7.219 2.458
F: 4.423 3.519 4.118
H: 0.037 1.187 0.921
N: -4.481 -3.356 -7.948
H: 1.223 -0.504 -0.035
F: 3.249 4.692 6.546
H: 10.782 4.451 5.646
K: 3.970 -3.171 0.907
H: -11.033 -6.906 -6.437
H: 0.713 4.194 1.690
C: -9.315 -6.865 -5.170
F: -2.111 -3.264 3.235
H: -6.344 -1.107 -4.348
C: -4.141 1.945 0.296
H: -6.869 -5.373 -4.525
C: 3.043 0.782 0.793
C: -5.252 -3.313 -6.700
Al: 3.070 4.518 4.762
H: 2.648 2.072 2.739
S: -3.038 -2.377 0.703
H: -1.144 5.596 0.612
C: -5.762 -4.500 -6.158
O: 4.585 -4.973 -6.298
C: -3.207 0.061 2.455
H: 7.776 2.445 4.308
C: -6.475 -4.456 -4.957
N: -8.710 -7.251 -4.254
H: 9.397 4.494 7.297
O: -4.333 -4.458 -8.498
H: 11.014 2.676 5.508
H: 9.066 2.810 7.738
H: -3.486 4.854 1.694
C: 7.779 3.554 6.152
H: -1.957 1.994 3.440
C: -2.585 4.094 1.542
O: 3.798 -2.789 -5.828
F: -0.963 -4.027 1.282
H: 1.907 0.335 2.720
C: -1.623 -2.821 1.908
H: -7.230 -3.208 -3.371
O: -5.101 2.751 -0.163
H: 11.516 3.764 4.200
C: -4.208 -0.203 -1.698
H: -1.907 4.210 2.515

4.
Molecular formula: C15H40O5
Method: DFT, ωB97M-V/def2-TZVPD

## Properties
Energy relative to the best compared isomer or geometry (same formula, charge and spin)   104.8 kJ/mol
Spin multiplicity   1

CARTESIAN COORDINATES (ANGSTROEM)
H: 5.802 4.933 2.175
O: -0.352 -0.274 0.295
O: 3.923 4.943 0.237
H: -3.918 0.159 -4.075
H: -2.898 -4.663 3.097
H: -5.580 -1.700 -2.319
O: -4.480 0.829 -2.237
H: -0.742 -5.286 0.150
H: -2.766 -1.963 -3.007
C: 3.424 -1.393 -1.183
H: 4.832 5.111 -0.037
H: 3.440 1.428 -1.768
H: 3.623 -2.356 -1.662
C: 3.979 4.089 1.385
H: -0.932 0.269 2.633
H: -2.344 2.415 0.599
C: 2.549 -0.562 -2.143
H: 3.087 -0.480 -3.088
H: -1.956 -0.451 -2.854
H: 4.412 -0.926 -1.080
O: -1.347 -2.760 2.275
H: 0.107 1.696 0.194
C: -0.397 1.125 2.220
H: -1.334 -5.396 3.019
C: 4.762 4.775 2.484
H: -2.206 1.263 -0.696
H: -5.172 -1.850 -4.084
H: 0.857 -0.951 -1.332
H: 0.643 1.002 2.536
H: -0.579 -2.935 2.827
H: 0.413 -4.413 1.087
H: 4.453 3.144 1.105
C: -0.627 1.076 0.703
H: 3.030 -1.499 -0.175
H: -2.550 -5.854 1.774
C: -2.885 -0.960 -2.585
H: -6.236 -0.599 -3.475
C: -1.706 -3.889 1.499
C: 2.530 3.852 1.832
H: 2.503 2.980 2.485
C: -5.336 -1.176 -3.246
H: 1.731 1.414 -2.197
C: -0.548 -4.299 0.580
H: -1.065 -0.853 0.593
H: 2.119 4.707 2.365
H: -0.674 2.078 2.678
C: -2.160 -5.049 2.393
H: 4.351 5.768 2.675
H: -2.847 -1.115 -1.504
H: 4.773 4.222 3.425
H: -3.683 1.269 -1.939
H: -0.405 -3.604 -0.247
H: -2.569 -3.576 0.911
C: -2.082 1.377 0.381
C: -4.143 -0.265 -3.087
C: 2.505 0.880 -1.633
O: 1.260 -1.138 -2.191
H: 2.277 0.996 -0.568
H: 1.948 3.697 0.923
H: -2.813 0.738 0.877

5.
Molecular formula: C5H10O
Method: DFT, ωB97M-V/def2-TZVPD

## Properties
Energy relative to the best compared isomer or geometry (same formula, charge and spin)   317.2 kJ/mol
Spin multiplicity   1

CARTESIAN COORDINATES (ANGSTROEM)
H: -0.258 0.141 -2.480
H: -2.536 0.901 0.441
H: -1.871 -0.274 1.589
H: 1.647 -1.280 -0.113
H: -0.951 1.181 1.172
H: 0.079 1.441 -1.233
C: -0.142 0.396 -1.429
H: 1.298 1.134 0.652
O: 1.076 -1.772 -0.829
H: -1.595 -1.149 -0.777
C: 0.476 -0.570 -0.483
C: -0.985 -0.335 -0.382
C: 1.495 0.079 0.734
H: 1.270 -0.292 1.748
H: 2.613 -0.010 0.621
C: -1.616 0.409 0.770

HOMO-LUMO gap values (in eV) by entry order: 8.204 8.827 1.188 10.469 10.158.
E_HOMO values (in eV) by entry order: -10.97 -7.19 -7.19 -9.76 -9.19.
Electronic energy values (in Ha) by entry order: -4231.7928 -5174.5878 -7978.3921 -971.6759 -271.6318.